C5H4N4O3 | the ωB97M-V functional and the def2-TZVPD basis

HOMO-LUMO gap in hartree: 0.310
LUMO in eV: -0.61
ΔE to the lowest compared entry with this formula, charge and spin in eV: 6.531
Total energy in Ha: -637.4923

The geometry in ORCA input format:
```
! RIJCOSX wB97M-V def2-TZVPD def2/J DEFGRID3
* xyz 0 1
C 0.98 1.23 0.04
C -0.31 0.75 0.00
C -2.53 -0.25 -0.19
C -0.28 -0.67 0.10
C 2.02 -1.09 0.05
H 2.36 2.43 0.38
H -2.36 1.84 0.31
H -1.85 -2.12 0.63
H 2.81 0.99 -0.25
N -1.76 0.97 -0.49
N -1.57 -1.20 0.07
N 0.63 -1.46 -0.11
N 1.92 0.49 0.55
O 1.26 2.51 -0.09
O -3.74 -0.24 0.21
O 3.12 -1.59 -0.27
*
```

Mulliken population analysis, charges in e, atoms 1 to 6: C 0.08; C 0.67; C 0.40; C 0.39; C 0.41; H 0.44

***

C5H11N | the ωB97M-V functional and the def2-TZVPD basis

HOMO-LUMO gap (spin up / spin down) in hartree: 0.104 / 0.320
LUMO (spin up / spin down) in eV: 4.40 / 4.42
ΔE to the lowest compared entry with this formula, charge and spin in eV: 0.426
Total energy in Ha: -251.7840

The geometry in ORCA input format:
```
! RIJCOSX wB97M-V def2-TZVPD def2/J DEFGRID3
* xyz -1 2
C -0.39 1.76 0.95
N -0.03 0.90 -0.15
C 1.22 0.18 -0.05
C 0.88 -1.32 -0.02
C -0.42 -1.38 -0.84
C -1.09 -0.03 -0.56
H -1.16 2.48 0.62
H -0.77 1.21 1.82
H 0.48 2.36 1.25
H 1.85 0.45 0.80
H 1.90 0.34 -0.90
H 1.68 -1.91 -0.48
H 0.66 -1.63 1.01
H -0.31 -1.53 -1.91
H -1.05 -2.16 -0.43
H -1.78 -0.13 0.28
H -1.66 0.39 -1.39
*
```

Mulliken population analysis, charges in e, atoms 1 to 6: C -2.94; N 1.66; C -1.97; C -1.45; C -0.69; C -1.82

***

C4H6FN3 | the ωB97M-V functional and the def2-TZVPD basis

HOMO-LUMO gap in hartree: 0.341
LUMO in eV: 0.94
SMILES: C=NN/C=N\C=C/F
ΔE to the lowest compared entry with this formula, charge and spin in eV: 3.305
Total energy in Ha: -420.0222

The geometry in ORCA input format:
```
! RIJCOSX wB97M-V def2-TZVPD def2/J DEFGRID3
* xyz 0 1
C 0.39 -1.06 -2.57
N -0.45 -1.05 -1.72
N -0.08 -0.59 -0.42
C -1.21 -0.39 0.25
N -1.17 -0.12 1.53
C -0.08 0.50 2.09
C 0.61 1.50 1.62
F 0.40 1.79 0.32
H 1.45 -0.63 -2.36
H 0.25 -1.51 -3.65
H 0.78 -0.10 -0.22
H -2.18 -0.85 -0.14
H -0.07 0.34 3.16
H 1.34 2.19 2.11
*
```

Mulliken population analysis, charges in e, atoms 1 to 6: C -0.27; N -0.51; N 0.05; C 0.06; N -0.50; C -0.13

***

C3H3Br9 | the ωB97M-V functional and the def2-TZVPD basis

HOMO-LUMO gap (spin up / spin down) in hartree: 0.132 / 0.286
LUMO (spin up / spin down) in eV: 1.75 / 1.78
ΔE to the lowest compared entry with this formula, charge and spin in eV: 0.000
Total energy in Ha: -23282.2177

The geometry in ORCA input format:
```
! RIJCOSX wB97M-V def2-TZVPD def2/J DEFGRID3
* xyz -1 2
C -17.67 -15.77 6.70
Br -16.57 -14.23 6.01
Br -18.04 -16.97 5.27
Br -19.48 -15.33 7.33
H -17.10 -16.35 7.43
C -12.50 -20.59 13.19
Br -11.36 -20.06 14.76
Br -14.28 -19.85 13.07
Br -12.36 -22.55 12.79
H -11.99 -20.00 12.42
C -13.86 -17.56 8.67
Br -15.20 -16.34 9.57
Br -14.62 -18.06 6.87
Br -13.19 -19.12 9.81
H -13.04 -16.88 8.42
*
```

Mulliken population analysis, charges in e, atoms 1 to 6: C 0.00; Br -0.01; Br -0.03; Br -0.07; H 0.04; C -0.12

***

C4H7NO | the ωB97M-V functional and the def2-TZVPD basis

HOMO-LUMO gap in hartree: 0.388
LUMO in eV: 1.03
SMILES: C1NC12COC2
ΔE to the lowest compared entry with this formula, charge and spin in eV: 3.251
Total energy in Ha: -286.5122

The geometry in ORCA input format:
```
! RIJCOSX wB97M-V def2-TZVPD def2/J DEFGRID3
* xyz 0 1
C -1.17 -0.98 -0.52
N -0.92 -0.96 0.90
C -0.07 -0.16 0.05
C 0.15 1.36 0.15
O 1.56 1.17 -0.03
C 1.43 -0.26 -0.09
H -0.92 -1.90 -1.05
H -1.80 -0.24 -1.00
H -1.59 -0.39 1.39
H -0.09 1.79 1.14
H -0.29 2.00 -0.63
H 1.91 -0.77 0.75
H 1.80 -0.67 -1.04
*
```

Mulliken population analysis, charges in e, atoms 1 to 6: C -0.61; N -0.67; C 0.73; C -0.38; O -0.41; C -0.48

***

C17H18BCsN12 | the ωB97M-V functional and the def2-TZVPD basis

HOMO-LUMO gap in hartree: 0.316
LUMO in eV: 0.07
ΔE to the lowest compared entry with this formula, charge and spin in eV: 0.269
Total energy in Ha: -1360.8537

The geometry in ORCA input format:
```
! RIJCOSX wB97M-V def2-TZVPD def2/J DEFGRID3
* xyz 0 1
Cs 1.12 -0.97 -1.92
C 2.08 2.64 1.23
C 1.85 2.10 -0.05
N 1.70 0.78 0.00
N 1.82 0.44 1.30
C 2.05 1.54 2.06
B 1.77 -1.02 1.82
N 0.40 -1.69 1.53
C -0.55 -1.96 2.46
C -1.64 -2.52 1.81
C -1.25 -2.56 0.46
N -0.02 -2.06 0.30
N 2.92 -1.86 1.23
C 3.88 -2.50 1.93
C 4.68 -3.18 1.04
C 4.12 -2.89 -0.21
N 3.06 -2.10 -0.10
H 2.23 3.67 1.50
H 1.79 2.63 -1.00
H 2.19 1.46 3.12
H 1.91 -0.98 3.02
H -0.37 -1.77 3.50
H -2.56 -2.86 2.25
H -1.80 -2.93 -0.38
H 3.92 -2.42 3.00
H 5.54 -3.78 1.27
H 4.44 -3.23 -1.19
N -1.47 1.27 2.30
C -1.54 1.78 1.06
N -1.32 3.09 0.91
C -1.36 3.51 -0.35
N -1.11 4.82 -0.57
N -1.64 2.76 -1.43
C -1.85 1.49 -1.14
N -1.80 0.92 0.06
C -2.23 0.59 -2.28
C -3.35 -0.23 -2.16
C -3.73 -0.99 -3.25
C -2.98 -0.91 -4.42
C -1.86 -0.08 -4.42
N -1.49 0.65 -3.38
H -1.05 1.85 3.01
H -1.42 0.27 2.39
H -0.94 5.43 0.21
H -1.18 5.18 -1.51
H -3.89 -0.26 -1.22
H -4.60 -1.63 -3.20
H -3.24 -1.48 -5.30
H -1.24 -0.01 -5.31
*
```

Mulliken population analysis, charges in e, atoms 1 to 6: Cs 1.24; C -0.83; C -0.65; N -0.54; N 0.57; C -0.32